Record 1
174
Properties=species:S:1:pos:R:3:lowdin_charge:R:1 method="wB97M-V/def2-TZVPD" orbital_gap_ev=7.3 max_force_ev_per_a=3.635 spin_multiplicity=1 homo_ev=-8.37 smiles="CN(C)P(=O)(N(C)C)N(C)C.CN(C)P(=O)(N(C)C)N(C)C.CN(C)P(=O)(N(C)C)N(C)C.CN(C)P(=O)(N(C)C)N(C)C.O=[N+]([O-])c1ccccc1.O=[N+]([O-])c1ccccc1.O=C1OC[C@@H](F)O1.O=C1OC[C@@H](F)O1.O=C1OC[C@@H](F)O1"
C -4.389 2.729 5.802 -0.013
C -3.962 3.647 4.744 -0.300
O -5.020 3.506 3.797 0.097
C -5.764 2.330 4.018 -0.564
O -6.539 1.845 3.275 0.192
O -5.407 1.832 5.175 0.091
F -2.855 3.185 4.081 0.062
H -4.835 3.222 6.714 0.161
H -3.640 2.044 6.134 0.122
H -3.896 4.678 5.041 0.166
C 2.501 2.935 4.391 -0.009
C 1.728 4.184 4.771 -0.252
O 0.629 4.208 3.888 0.111
C 0.729 3.162 2.977 -0.568
O -0.084 2.949 2.131 0.153
O 1.832 2.492 3.142 0.099
F 2.594 5.282 4.525 0.005
H 2.429 2.175 5.157 0.120
H 3.504 3.173 4.179 0.124
H 1.340 4.351 5.761 0.164
C -1.602 2.270 -0.538 -0.078
C -2.334 2.013 0.698 -0.318
O -1.815 0.820 1.243 0.082
C -1.070 0.167 0.319 -0.475
O -0.591 -0.886 0.532 0.171
O -1.105 0.943 -0.887 0.031
F -3.683 1.793 0.502 0.056
H -0.822 3.035 -0.323 0.113
H -2.217 2.682 -1.331 0.127
H -2.266 2.773 1.443 0.135
O 3.733 -2.900 5.814 -0.312
P 4.285 -3.307 4.466 0.533
N 3.341 -2.730 3.257 -0.309
C 2.211 -1.896 3.590 -0.094
C 3.544 -2.889 1.831 -0.120
N 4.466 -4.904 4.019 -0.314
C 3.333 -5.587 3.375 -0.094
C 5.328 -5.849 4.700 -0.113
N 5.916 -2.826 4.430 -0.276
C 6.181 -1.427 4.759 -0.159
C 6.707 -2.976 3.177 -0.142
H 1.815 -1.455 2.667 0.086
H 2.446 -1.181 4.372 0.073
H 1.402 -2.590 3.949 0.076
H 2.618 -3.072 1.332 0.062
H 4.265 -3.663 1.620 0.076
H 3.936 -1.962 1.408 0.079
H 2.669 -5.973 4.134 0.078
H 2.791 -4.876 2.763 0.041
H 3.720 -6.454 2.803 0.105
H 4.635 -6.548 5.163 0.084
H 6.212 -6.133 4.136 0.081
H 5.840 -5.393 5.589 0.093
H 5.993 -1.237 5.837 0.083
H 7.273 -1.243 4.700 0.084
H 5.594 -0.739 4.100 0.089
H 6.578 -2.146 2.420 0.093
H 6.311 -3.833 2.662 0.047
H 7.778 -3.134 3.289 0.080
O 3.520 -3.349 -4.184 -0.298
P 2.544 -2.478 -3.471 0.461
N 1.441 -3.574 -2.805 -0.294
C 0.344 -3.203 -1.952 -0.111
C 1.196 -4.856 -3.386 -0.130
N 1.690 -1.390 -4.345 -0.307
C 2.487 -0.289 -4.919 -0.096
C 0.605 -1.910 -5.167 -0.075
N 3.260 -1.573 -2.377 -0.315
C 2.550 -0.613 -1.555 -0.102
C 4.548 -1.993 -1.883 -0.087
H 0.113 -3.943 -1.143 0.086
H -0.515 -3.060 -2.545 0.053
H 0.520 -2.250 -1.448 0.053
H 0.183 -4.850 -3.779 0.080
H 1.366 -5.700 -2.693 0.091
H 1.813 -5.034 -4.242 0.066
H 3.283 0.130 -4.253 0.089
H 2.986 -0.752 -5.781 0.090
H 1.870 0.566 -5.130 0.061
H -0.018 -2.438 -4.489 0.041
H 0.134 -1.036 -5.644 0.094
H 1.036 -2.641 -5.879 0.099
H 3.257 0.282 -1.368 0.105
H 1.615 -0.239 -1.997 0.076
H 2.420 -1.079 -0.593 0.060
H 4.408 -2.507 -0.949 0.056
H 5.126 -1.098 -1.709 0.083
H 5.041 -2.789 -2.456 0.089
O -4.044 -0.576 -6.232 -0.294
P -4.485 0.451 -5.269 0.510
N -6.134 0.655 -5.242 -0.308
C -6.761 1.945 -5.092 -0.119
C -7.077 -0.459 -5.433 -0.103
N -3.860 1.971 -5.632 -0.305
C -3.599 3.049 -4.701 -0.137
C -3.361 2.252 -6.991 -0.088
N -3.938 0.102 -3.721 -0.282
C -4.710 -0.415 -2.599 -0.107
C -2.590 -0.494 -3.713 -0.116
H -6.058 2.767 -4.942 0.056
H -7.400 1.965 -4.214 0.075
H -7.403 2.159 -5.972 0.093
H -7.530 -0.473 -6.452 0.090
H -7.883 -0.431 -4.702 0.074
H -6.505 -1.398 -5.382 0.079
H -2.527 3.185 -4.492 0.048
H -3.962 3.987 -5.146 0.080
H -4.172 2.973 -3.764 0.080
H -3.952 2.964 -7.503 0.066
H -2.357 2.621 -6.960 0.064
H -3.168 1.264 -7.441 0.079
H -4.229 -0.235 -1.635 0.077
H -5.700 0.014 -2.672 0.064
H -5.008 -1.463 -2.714 0.082
H -2.102 -0.374 -2.742 0.066
H -1.989 -0.017 -4.481 0.068
H -2.633 -1.558 -3.968 0.081
O -0.989 3.686 -2.958 -0.286
P 0.005 4.745 -2.637 0.552
N -0.382 5.668 -1.283 -0.314
C 0.395 5.486 -0.077 -0.120
C -1.637 6.357 -1.062 -0.104
N 0.132 6.023 -3.801 -0.275
C 0.744 7.337 -3.483 -0.120
C 0.062 5.683 -5.227 -0.117
N 1.439 4.054 -2.417 -0.327
C 2.623 4.866 -2.563 -0.091
C 1.663 2.672 -2.389 -0.119
H -0.234 5.334 0.760 0.060
H 1.085 6.374 0.080 0.104
H 1.076 4.643 -0.202 0.069
H -2.279 5.810 -0.363 0.083
H -2.247 6.430 -1.982 0.091
H -1.459 7.391 -0.769 0.081
H 0.227 8.049 -4.122 0.077
H 0.641 7.651 -2.459 0.061
H 1.855 7.419 -3.680 0.086
H 0.057 6.579 -5.807 0.058
H 0.881 5.086 -5.739 0.094
H -0.845 5.098 -5.456 0.071
H 2.466 5.916 -2.403 0.055
H 3.320 4.542 -1.817 0.080
H 3.113 4.654 -3.516 0.100
H 1.316 2.065 -3.267 0.098
H 1.139 2.235 -1.499 0.089
H 2.715 2.496 -2.263 0.070
C -0.307 -4.400 3.132 -0.066
C 0.136 -4.640 1.827 -0.069
C 0.240 -5.930 1.319 0.017
C -0.033 -6.972 2.235 -0.147
C -0.441 -6.806 3.513 -0.023
C -0.545 -5.486 3.980 -0.044
N 0.090 -8.389 1.726 -0.341
O -0.823 -9.162 2.056 0.062
O 0.992 -8.636 0.963 0.090
H -0.500 -3.408 3.435 0.066
H 0.288 -3.820 1.154 0.083
H 0.568 -6.149 0.329 0.106
H -0.569 -7.685 4.139 0.129
H -0.866 -5.477 5.016 0.106
C -2.721 -2.221 4.442 -0.058
C -2.115 -2.313 5.695 -0.071
C -1.404 -1.277 6.193 -0.012
C -1.103 -0.169 5.384 -0.109
C -1.665 -0.057 4.112 0.023
C -2.497 -1.088 3.727 -0.059
N -0.344 0.967 5.983 -0.286
O -0.506 1.261 7.157 0.096
O 0.331 1.662 5.224 0.054
H -3.297 -3.030 4.113 0.104
H -2.410 -3.136 6.364 0.124
H -0.999 -1.199 7.156 0.106
H -1.447 0.783 3.470 0.103
H -2.929 -0.948 2.786 0.097

***

Record 2
156
Properties=species:S:1:pos:R:3:lowdin_charge:R:1 method="wB97M-V/def2-TZVPD" orbital_gap_ev=8.7 charge=+5 max_force_ev_per_a=12.515 spin_multiplicity=1 homo_ev=-16.62
C -3.889 -0.671 6.656 -0.086
C -2.982 -0.623 5.385 -0.247
C -1.550 -0.533 5.906 -0.225
C -0.380 -0.439 4.932 -0.088
N 0.496 0.845 4.918 -0.228
C 1.328 1.037 6.185 -0.077
C 2.605 1.893 5.775 -0.112
C 2.678 1.860 4.262 -0.166
C 1.630 0.835 3.861 -0.083
C -0.406 2.108 4.849 0.040
H -3.982 0.355 7.014 0.068
H -3.498 -1.378 7.388 0.085
H -4.827 -1.005 6.213 0.074
H -3.219 0.231 4.750 0.104
H -3.042 -1.585 4.875 0.114
H -1.431 -1.480 6.432 0.121
H -1.473 0.168 6.737 0.112
H -0.774 -0.641 3.936 0.140
H 0.310 -1.257 5.139 0.129
H 0.777 1.448 7.031 0.132
H 1.574 0.008 6.448 0.130
H 2.563 2.943 6.066 0.117
H 3.473 1.447 6.260 0.124
H 2.434 2.784 3.737 0.111
H 3.607 1.680 3.722 0.128
H 1.163 1.157 2.931 0.134
H 1.938 -0.207 3.776 0.141
H -0.991 1.959 3.941 0.105
H 0.193 3.019 4.852 0.109
H -1.206 2.156 5.588 0.096
C 1.776 1.091 -6.711 -0.066
C 1.360 0.021 -7.775 -0.250
C 0.126 0.342 -8.633 -0.197
C -1.122 0.196 -7.773 -0.111
N -2.473 0.447 -8.542 -0.233
C -3.740 0.411 -7.574 -0.033
C -4.464 -0.926 -8.030 -0.148
C -4.226 -1.077 -9.506 -0.151
C -2.689 -0.758 -9.541 -0.068
C -2.522 1.750 -9.264 0.015
H 2.241 1.825 -7.369 0.081
H 2.414 0.672 -5.932 0.076
H 0.796 1.265 -6.268 0.052
H 1.157 -0.932 -7.286 0.107
H 2.126 -0.063 -8.546 0.111
H 0.109 -0.357 -9.470 0.122
H 0.256 1.370 -8.972 0.116
H -1.079 0.916 -6.956 0.118
H -1.184 -0.786 -7.303 0.137
H -4.255 1.369 -7.642 0.121
H -3.315 0.425 -6.570 0.118
H -5.530 -0.860 -7.815 0.120
H -3.982 -1.741 -7.491 0.120
H -4.741 -0.428 -10.215 0.120
H -4.595 -2.048 -9.833 0.130
H -2.445 -0.495 -10.571 0.133
H -2.143 -1.647 -9.224 0.131
H -1.659 1.861 -9.920 0.105
H -2.515 2.486 -8.460 0.115
H -3.470 1.678 -9.796 0.114
C 7.199 -3.369 -1.266 -0.090
C 7.593 -4.738 -0.587 -0.208
C 9.091 -5.134 -0.691 -0.226
C 9.515 -6.502 -0.296 -0.101
N 10.391 -6.499 0.985 -0.205
C 10.500 -7.830 1.730 -0.061
C 10.829 -7.471 3.252 -0.119
C 10.469 -5.985 3.439 -0.147
C 9.779 -5.562 2.104 -0.082
C 11.875 -6.011 0.650 0.064
H 7.163 -3.387 -2.356 0.071
H 7.791 -2.505 -0.965 0.068
H 6.205 -2.981 -1.044 0.061
H 7.189 -5.613 -1.097 0.108
H 7.313 -4.653 0.463 0.091
H 9.740 -4.362 -0.280 0.103
H 9.318 -5.027 -1.752 0.127
H 10.208 -6.921 -1.025 0.135
H 8.663 -7.176 -0.207 0.139
H 11.317 -8.344 1.223 0.128
H 9.581 -8.407 1.631 0.130
H 11.894 -7.433 3.483 0.109
H 10.363 -8.069 4.034 0.118
H 11.444 -5.498 3.462 0.105
H 9.873 -5.758 4.322 0.124
H 9.971 -4.507 1.910 0.120
H 8.691 -5.604 2.162 0.125
H 11.744 -4.968 0.362 0.099
H 12.422 -6.623 -0.067 0.111
H 12.589 -6.061 1.472 0.104
C -7.602 4.498 10.579 -0.026
C -7.267 3.614 9.323 -0.118
N -6.490 4.282 8.230 -0.058
C -5.270 4.874 8.300 0.001
C -4.852 5.200 7.008 -0.004
N -5.826 4.796 6.153 -0.097
C -6.825 4.217 6.899 0.030
C -5.839 4.837 4.700 0.011
H -8.027 3.825 11.323 0.088
H -8.415 5.176 10.318 0.085
H -6.755 5.037 11.002 0.079
H -8.110 3.304 8.706 0.119
H -6.650 2.736 9.515 0.128
H -4.803 4.767 9.268 0.144
H -3.878 5.548 6.699 0.136
H -7.739 3.821 6.482 0.165
H -4.847 4.598 4.317 0.098
H -6.118 5.840 4.378 0.112
H -6.475 4.108 4.199 0.106
C -5.104 -4.954 0.516 -0.090
C -6.580 -4.784 0.432 -0.141
N -7.095 -4.025 -0.796 -0.022
C -7.697 -4.427 -1.964 0.011
C -7.796 -3.331 -2.821 0.031
N -7.269 -2.247 -2.123 -0.098
C -6.934 -2.682 -0.841 0.037
C -7.438 -0.916 -2.484 -0.034
H -4.631 -5.088 -0.457 0.092
H -4.766 -5.804 1.109 0.092
H -4.620 -4.166 1.093 0.076
H -6.884 -4.336 1.378 0.129
H -6.958 -5.805 0.372 0.130
H -8.110 -5.418 -2.076 0.142
H -8.163 -3.268 -3.834 0.143
H -6.690 -2.077 0.020 0.169
H -8.373 -0.691 -2.998 0.114
H -6.627 -0.539 -3.107 0.110
H -7.494 -0.258 -1.617 0.108
C -0.970 6.364 -3.982 -0.051
C -0.394 7.134 -2.797 -0.156
N 1.044 6.760 -2.783 -0.062
C 2.050 7.466 -3.458 0.038
C 3.193 6.782 -3.127 -0.024
N 3.022 5.923 -2.099 -0.115
C 1.645 5.788 -1.966 0.071
C 4.008 5.262 -1.370 -0.009
H -0.926 5.299 -3.755 0.080
H -0.459 6.642 -4.904 0.091
H -2.043 6.555 -3.965 0.087
H -0.783 7.091 -1.780 0.131
H -0.405 8.209 -2.977 0.127
H 1.872 8.371 -4.020 0.148
H 4.220 6.926 -3.427 0.145
H 1.056 5.203 -1.276 0.160
H 4.238 5.790 -0.445 0.116
H 4.908 5.313 -1.983 0.112
H 3.762 4.214 -1.196 0.113
N -0.774 1.687 -1.161 -0.275
S -0.496 0.022 -1.456 0.618
O -1.052 -0.516 -2.699 -0.289
O -0.319 -0.822 -0.267 -0.297
F 1.006 0.388 -1.957 -0.233
S -2.207 1.554 -1.112 0.361
O -2.800 0.519 -0.269 -0.328
O -2.955 1.870 -2.389 -0.350
F -2.478 2.826 -0.212 -0.214

***

Record 3
163
Properties=species:S:1:pos:R:3:lowdin_charge:R:1 method="wB97M-V/def2-TZVPD" orbital_gap_ev=8.2 max_force_ev_per_a=4.197 spin_multiplicity=1 homo_ev=-7.96 smiles="CC1(C)CCCC(C)(C)N1O.CC1(C)CCCC(C)(C)N1O.CC1(C)CCCC(C)(C)N1O.CN(C)C=O.CN(C)C=O.CN(C)C=O.CN(C)C=O.CN(C)C=O.C1CCOC1"
C -2.527 0.352 3.691 -0.314
O -1.667 -0.512 3.491 -0.045
N -2.150 1.593 4.026 -0.162
C -3.076 2.764 4.132 -0.017
C -0.769 1.930 4.152 -0.057
H -3.624 0.252 3.673 0.141
H -4.107 2.446 3.973 0.082
H -3.020 3.488 3.319 0.071
H -2.983 3.302 5.075 0.095
H -0.480 2.572 4.984 0.096
H -0.193 1.008 4.240 0.078
H -0.392 2.375 3.231 0.090
C 4.779 2.986 2.018 -0.302
O 5.391 4.070 2.131 -0.020
N 5.448 1.790 2.055 -0.185
C 4.695 0.489 2.068 -0.050
C 6.839 1.618 2.185 -0.082
H 3.703 2.853 1.831 0.125
H 4.549 -0.039 1.125 0.078
H 3.696 0.618 2.486 0.073
H 5.119 -0.240 2.759 0.081
H 7.245 0.882 1.491 0.094
H 7.468 2.500 2.304 0.095
H 6.950 1.176 3.175 0.087
C -5.050 4.840 1.863 -0.370
O -5.349 5.491 2.878 -0.027
N -4.005 5.124 1.098 -0.162
C -3.583 4.218 -0.004 -0.045
C -3.055 6.248 1.381 -0.031
H -5.559 3.908 1.572 0.133
H -2.747 3.592 0.306 0.072
H -3.294 4.693 -0.941 0.079
H -4.438 3.574 -0.209 0.078
H -3.021 7.010 0.603 0.086
H -3.397 6.929 2.160 0.076
H -2.083 5.946 1.772 0.087
C -0.623 0.656 0.499 -0.305
O -0.552 1.891 0.188 -0.059
N 0.410 -0.126 0.259 -0.159
C 0.444 -1.487 0.784 -0.042
C 1.577 0.361 -0.427 -0.013
H -1.461 0.167 1.021 0.129
H -0.412 -1.922 1.300 0.051
H 1.206 -1.611 1.553 0.084
H 0.749 -2.189 0.007 0.084
H 2.174 0.942 0.276 0.081
H 2.154 -0.525 -0.689 0.095
H 1.254 0.963 -1.277 0.071
C -4.575 -4.758 0.200 -0.298
O -5.798 -4.616 0.071 -0.020
N -3.896 -3.680 0.680 -0.197
C -2.430 -3.627 0.660 -0.059
C -4.511 -2.556 1.318 -0.044
H -3.891 -5.577 -0.074 0.137
H -2.006 -3.812 1.647 0.054
H -2.129 -2.584 0.558 0.054
H -1.972 -4.358 -0.005 0.092
H -3.949 -2.239 2.197 0.078
H -4.442 -1.783 0.553 0.094
H -5.544 -2.800 1.566 0.094
C 2.315 -5.107 -3.949 -0.169
C 1.538 -3.965 -3.233 -0.137
C 0.381 -4.697 -2.500 -0.196
O 0.921 -6.012 -2.275 -0.147
C 1.827 -6.388 -3.329 -0.200
H 3.385 -5.060 -3.748 0.104
H 2.148 -4.999 -5.021 0.107
H 1.167 -3.236 -3.953 0.085
H 2.213 -3.670 -2.430 0.107
H -0.488 -4.817 -3.147 0.112
H -0.004 -4.180 -1.622 0.086
H 1.292 -6.929 -4.109 0.112
H 2.619 -7.037 -2.957 0.119
C -1.801 -1.613 -2.221 -0.005
C -1.849 -0.761 -3.522 -0.433
C -3.208 -1.052 -4.168 -0.190
C -3.713 -0.263 -5.311 -0.174
C -3.878 1.179 -4.804 -0.117
C -2.541 1.710 -4.186 -0.458
N -1.817 0.726 -3.329 -0.129
O -0.682 1.163 -2.765 -0.012
C -1.606 2.189 -5.304 -0.021
C -2.885 2.879 -3.277 -0.047
C -0.856 -1.220 -4.596 -0.038
H -0.831 -2.057 -2.000 0.062
H -2.564 -2.388 -2.143 0.078
H -2.105 -0.993 -1.378 0.071
H -3.147 -2.064 -4.567 0.118
H -3.935 -1.274 -3.386 0.120
H -4.614 -0.708 -5.733 0.121
H -2.965 -0.190 -6.101 0.106
H -4.718 1.332 -4.127 0.116
H -4.115 1.779 -5.683 0.111
H -0.672 2.693 -5.055 0.062
H -1.205 1.316 -5.819 0.064
H -2.106 2.737 -6.102 0.088
H -2.098 3.557 -2.948 0.082
H -3.777 3.428 -3.579 0.086
H -3.201 2.459 -2.321 0.073
H -0.744 -2.302 -4.666 0.072
H 0.156 -0.995 -4.260 0.074
H -0.884 -0.732 -5.571 0.073
H -0.797 1.318 -1.825 0.058
C 2.512 3.250 -5.481 -0.031
C 3.250 3.765 -4.209 -0.448
C 3.977 5.155 -4.546 -0.142
C 4.457 5.982 -3.406 -0.196
C 3.224 6.193 -2.497 -0.123
C 2.524 4.878 -1.987 -0.437
N 2.214 4.035 -3.209 -0.106
O 1.560 2.862 -2.854 -0.045
C 3.408 4.085 -0.971 -0.027
C 1.281 5.298 -1.180 -0.044
C 4.365 2.748 -3.769 -0.023
H 1.996 4.033 -6.035 0.079
H 1.779 2.449 -5.383 0.067
H 3.244 2.870 -6.194 0.075
H 4.838 4.896 -5.162 0.119
H 3.232 5.797 -5.017 0.114
H 4.833 6.970 -3.670 0.112
H 5.318 5.504 -2.938 0.102
H 2.471 6.795 -3.005 0.112
H 3.392 6.826 -1.626 0.114
H 3.551 4.631 -0.039 0.078
H 3.056 3.061 -0.849 0.065
H 4.394 3.903 -1.400 0.062
H 0.757 4.396 -0.864 0.068
H 1.491 5.860 -0.270 0.083
H 0.552 5.895 -1.727 0.078
H 5.197 3.244 -3.269 0.062
H 4.795 2.322 -4.675 0.074
H 3.937 2.010 -3.090 0.074
H 0.834 2.825 -3.480 0.063
C 0.539 -2.465 5.934 -0.022
C 1.095 -3.787 5.274 -0.459
C 1.389 -4.749 6.461 -0.151
C 0.118 -5.355 7.015 -0.196
C -0.574 -6.086 5.870 -0.146
C -1.010 -5.216 4.658 -0.467
N 0.157 -4.361 4.281 -0.085
O -0.030 -3.528 3.147 -0.027
C -1.293 -6.264 3.548 -0.026
C -2.313 -4.473 5.067 -0.021
C 2.453 -3.372 4.595 -0.032
H -0.384 -2.631 6.490 0.071
H 0.316 -1.665 5.228 0.059
H 1.398 -2.165 6.535 0.081
H 1.986 -5.599 6.132 0.121
H 1.938 -4.218 7.238 0.118
H -0.501 -4.644 7.563 0.105
H 0.490 -6.061 7.757 0.112
H -1.496 -6.399 6.361 0.116
H -0.029 -7.000 5.632 0.121
H -0.315 -6.686 3.316 0.087
H -2.040 -7.016 3.801 0.090
H -1.610 -5.688 2.679 0.054
H -2.200 -4.059 6.069 0.066
H -2.529 -3.641 4.397 0.065
H -3.259 -5.012 5.113 0.085
H 2.334 -2.587 3.848 0.060
H 2.774 -4.258 4.048 0.081
H 3.284 -3.162 5.269 0.081
H -0.375 -2.720 3.535 0.053